(1)
{"formula": "C32H61F3O23", "method": "ωB97M-V with the def2-TZVPD basis set", "homo_energy_ev": -10.699, "lumo_ev": 0.423, "smiles": "CCOC(=O)C(F)(F)F.CCOC(=O)OC.CCOC(=O)OC.CCOC(=O)OC.CCOC(=O)OC.CCOC(=O)OC.CCOC(=O)OC.CCOC(=O)OC", "total_charge": 0, "e_above_lowest_kj_mol": 0.0, "elements": ["C", "C", "O", "C", "O", "C", "F", "F", "F", "H", "H", "H", "H", "H", "C", "C", "O", "C", "O", "O", "C", "H", "H", "H", "H", "H", "H", "H", "H", "C", "C", "O", "C", "O", "O", "C", "H", "H", "H", "H", "H", "H", "H", "H", "C", "C", "O", "C", "O", "O", "C", "H", "H", "H", "H", "H", "H", "H", "H", "C", "C", "O", "C", "O", "O", "C", "H", "H", "H", "H", "H", "H", "H", "H", "C", "C", "O", "C", "O", "O", "C", "H", "H", "H", "H", "H", "H", "H", "H", "C", "C", "O", "C", "O", "O", "C", "H", "H", "H", "H", "H", "H", "H", "H", "C", "C", "O", "C", "O", "O", "C", "H", "H", "H", "H", "H", "H", "H", "H"], "xyz": [[16.679, 12.306, 6.882], [17.733, 12.980, 7.730], [18.688, 13.841, 7.017], [19.499, 13.253, 6.180], [19.680, 12.079, 6.038], [20.286, 14.278, 5.328], [20.194, 15.534, 5.788], [21.588, 13.939, 5.307], [19.826, 14.252, 4.067], [15.899, 13.033, 6.666], [16.244, 11.505, 7.478], [17.039, 11.910, 5.936], [18.382, 12.311, 8.293], [17.248, 13.713, 8.369], [13.593, 14.427, 6.275], [12.169, 14.802, 5.989], [11.510, 15.206, 7.185], [10.241, 14.867, 7.332], [9.587, 14.222, 6.556], [9.808, 15.396, 8.480], [8.494, 15.056, 8.877], [14.185, 15.238, 6.698], [14.047, 14.099, 5.339], [13.601, 13.622, 7.013], [11.625, 13.998, 5.489], [12.101, 15.635, 5.279], [8.488, 14.857, 9.947], [8.121, 14.174, 8.360], [7.801, 15.874, 8.675], [18.738, 8.999, 7.066], [19.089, 7.529, 7.146], [18.088, 6.795, 6.391], [17.900, 5.539, 6.766], [18.305, 5.024, 7.770], [17.113, 4.953, 5.855], [16.899, 3.559, 6.023], [19.544, 9.589, 7.505], [17.827, 9.237, 7.619], [18.623, 9.295, 6.025], [19.155, 7.143, 8.157], [20.017, 7.385, 6.589], [17.815, 3.071, 6.352], [16.595, 3.164, 5.058], [16.110, 3.362, 6.749], [22.436, 10.939, 3.788], [23.668, 10.108, 3.503], [23.266, 8.733, 3.519], [24.100, 7.881, 2.943], [25.209, 8.128, 2.547], [23.493, 6.698, 2.859], [24.327, 5.583, 2.618], [22.592, 12.012, 3.679], [22.176, 10.805, 4.842], [21.581, 10.661, 3.176], [24.404, 10.260, 4.295], [24.150, 10.401, 2.572], [24.449, 5.400, 1.550], [23.863, 4.718, 3.091], [25.327, 5.666, 3.047], [19.946, 17.175, 8.937], [21.312, 17.753, 8.802], [21.557, 18.595, 9.936], [22.805, 19.030, 10.064], [23.760, 18.659, 9.433], [22.822, 19.970, 11.011], [24.064, 20.661, 11.135], [19.154, 17.924, 8.882], [19.884, 16.680, 9.910], [19.734, 16.443, 8.159], [21.422, 18.322, 7.870], [22.089, 16.990, 8.717], [24.850, 19.985, 11.474], [23.926, 21.389, 11.932], [24.342, 21.162, 10.212], [20.727, 16.722, 2.044], [21.330, 16.133, 0.797], [22.595, 16.760, 0.579], [23.380, 16.147, -0.299], [23.194, 15.067, -0.791], [24.413, 16.954, -0.565], [25.430, 16.389, -1.381], [20.679, 17.812, 2.013], [21.301, 16.496, 2.947], [19.719, 16.343, 2.215], [20.676, 16.320, -0.057], [21.469, 15.057, 0.893], [25.130, 16.374, -2.431], [25.668, 15.368, -1.085], [26.314, 17.012, -1.285], [16.609, 17.271, 11.254], [15.522, 17.312, 10.189], [15.844, 16.473, 9.080], [16.363, 17.062, 8.020], [16.653, 18.229, 7.919], [16.533, 16.146, 7.075], [16.846, 16.533, 5.743], [16.391, 18.048, 11.991], [17.580, 17.514, 10.830], [16.599, 16.306, 11.757], [15.403, 18.336, 9.827], [14.554, 17.040, 10.605], [17.927, 16.539, 5.610], [16.473, 17.534, 5.537], [16.400, 15.785, 5.095], [13.050, 11.564, 2.361], [12.537, 11.545, 3.780], [12.721, 10.268, 4.385], [13.951, 9.961, 4.780], [14.931, 10.639, 4.630], [13.908, 8.739, 5.297], [15.111, 8.127, 5.751], [14.071, 11.187, 2.260], [13.024, 12.542, 1.882], [12.460, 10.869, 1.756], [11.457, 11.678, 3.731], [12.928, 12.335, 4.417], [15.185, 7.152, 5.277], [15.086, 8.000, 6.835], [16.005, 8.706, 5.523]], "forces_ev_per_a": [[0.12, 0.41, -0.15], [0.64, 0.45, 0.29], [-0.81, 0.32, -0.42], [0.33, -0.12, 0.02], [0.01, -0.15, -0.13], [0.43, -0.12, 0.03], [0.02, -0.21, -0.16], [-0.44, 0.18, -0.05], [0.05, 0.06, 0.20], [-0.07, -0.08, -0.09], [-0.05, -0.09, -0.11], [0.11, -0.20, 0.11], [-0.37, -0.26, 0.12], [0.12, -0.19, 0.33], [-0.08, -0.11, 0.38], [-0.30, 0.36, -1.10], [0.45, 0.11, 0.43], [-0.44, 0.09, -0.19], [-0.09, -0.12, 0.04], [0.39, -0.08, 0.04], [-0.93, -0.24, 0.14], [-0.09, 0.13, -0.10], [0.16, -0.11, 0.10], [0.14, -0.14, -0.20], [-0.02, -0.16, 0.42], [0.15, 0.08, 0.20], [0.23, 0.10, 0.00], [0.20, 0.01, -0.08], [0.18, 0.09, -0.06], [-0.10, -0.10, 0.27], [-0.02, 0.43, -0.76], [0.11, 0.30, 0.12], [-0.60, -0.11, 0.03], [0.31, -0.31, 0.16], [0.10, 0.29, -0.26], [0.02, -0.42, 0.21], [0.05, 0.00, -0.08], [-0.05, -0.08, -0.09], [-0.02, 0.11, 0.02], [0.02, -0.07, 0.02], [0.13, -0.21, 0.36], [-0.06, -0.01, 0.00], [0.01, 0.12, -0.08], [0.05, 0.10, 0.06], [-0.15, 0.03, 0.72], [0.09, 0.81, 0.21], [-0.24, 0.11, -0.28], [0.30, 0.00, -0.26], [0.04, -0.02, 0.09], [-0.20, 0.05, 0.51], [0.60, -0.84, -0.20], [0.32, -0.07, -0.22], [-0.29, -0.08, -0.14], [0.06, -0.12, -0.08], [0.06, -0.06, -0.04], [-0.11, -0.42, -0.18], [-0.12, 0.07, -0.01], [-0.24, 0.11, -0.14], [-0.14, 0.44, 0.03], [-0.58, -0.29, 0.42], [0.65, -0.11, -0.90], [-0.17, 0.03, -0.07], [0.14, 0.12, -0.05], [-0.02, 0.03, -0.08], [-0.07, 0.10, -0.06], [0.25, -0.03, 0.73], [0.13, 0.15, 0.05], [-0.16, -0.08, -0.09], [0.18, -0.05, -0.02], [-0.11, 0.27, 0.27], [-0.10, -0.07, 0.38], [0.01, -0.06, -0.33], [-0.20, 0.07, -0.15], [0.01, -0.10, -0.10], [0.02, 0.37, 0.64], [-0.43, -0.19, 0.33], [0.03, 0.19, -0.04], [0.21, 0.22, -0.31], [-0.01, -0.16, -0.03], [0.00, -0.01, 0.34], [0.26, -0.27, -0.50], [-0.07, -0.05, -0.28], [0.12, -0.20, -0.19], [0.00, -0.05, -0.16], [0.16, -0.01, -0.11], [0.01, 0.00, -0.04], [-0.12, 0.01, 0.09], [-0.08, 0.04, 0.10], [-0.09, 0.12, 0.16], [-0.52, 0.17, -0.10], [0.28, 1.22, 0.45], [-0.48, -0.74, 0.30], [0.50, 0.80, -0.49], [-0.10, -0.05, -0.09], [-0.39, -0.89, 0.22], [0.43, 0.51, 0.11], [-0.04, -0.11, 0.06], [0.08, -0.21, -0.04], [0.30, -0.03, -0.01], [0.12, -0.12, -0.07], [0.04, -0.55, -0.24], [-0.01, -0.04, 0.00], [-0.13, -0.06, -0.05], [-0.07, 0.02, -0.03], [0.49, -0.67, -0.65], [-0.41, 0.44, -0.44], [-0.32, -0.15, 0.30], [0.21, -0.40, -0.38], [0.26, 0.38, 0.24], [-0.33, -0.06, 0.20], [0.64, -0.06, 0.17], [0.04, 0.24, 0.35], [-0.19, 0.11, 0.21], [-0.16, 0.20, 0.04], [-0.02, -0.08, 0.28], [0.33, -0.10, -0.01], [-0.02, -0.02, 0.00], [-0.27, 0.01, -0.04], [-0.20, 0.13, -0.23]], "mulliken_charge": [-0.3516, -0.6748, -0.1023, 0.2006, -0.5530, 0.8972, -0.1721, -0.2527, -0.2653, -0.1234, 0.4451, 0.3479, 0.4797, 0.1878, -0.7944, -0.4404, -0.2262, 0.7889, -0.5860, -0.3220, -0.6958, 0.0034, 0.3492, 0.3293, 0.3274, 0.2860, 0.2434, 0.3489, 0.2638, -0.9436, -0.5375, -0.1923, 0.7430, -0.5698, -0.3191, -0.6961, 0.4729, 0.2393, 0.2800, 0.3932, 0.2741, 0.3284, 0.2351, 0.2888, -1.0240, -0.3819, -0.1873, 0.7012, -0.5601, -0.3022, -0.6930, 0.3882, 0.2460, 0.3155, 0.2715, 0.3637, 0.2778, 0.2495, 0.3289, -0.7563, -0.4704, -0.2036, 0.6515, -0.5452, -0.3486, -0.6468, 0.2627, 0.3636, 0.1746, 0.3161, 0.3535, 0.2943, 0.2346, 0.2971, -1.1082, -0.2219, -0.2715, 0.7554, -0.5491, -0.3342, -0.6545, 0.3790, 0.2246, 0.3696, 0.2636, 0.3194, 0.2828, 0.3169, 0.2302, -0.8805, -0.3956, -0.2866, 0.6115, -0.6002, 0.1761, -0.8838, 0.3841, 0.1197, 0.2837, 0.3685, 0.3672, 0.1607, 0.4664, 0.2296, -1.2440, 0.7555, -0.4478, 0.7801, -0.5822, -0.3735, -0.5431, 0.3050, 0.3785, 0.3254, 0.4137, -0.5991, 0.2663, 0.2640, 0.2729]}


(2)
{"formula": "NO5P", "method": "ωB97M-V with the def2-TZVPD basis set", "homo_energy_ev": 0.478, "lumo_ev": 7.311, "smiles": "O=[N+]([O-])P(=O)([O-])[O-]", "total_charge": -2, "e_above_lowest_kj_mol": 70.7, "elements": ["O", "N", "O", "P", "O", "O", "O"], "xyz": [[-0.924, 0.745, 1.482], [-0.084, 0.823, 0.621], [0.669, 1.794, 0.593], [0.075, -0.639, -0.536], [1.001, -0.226, -1.675], [-1.321, -0.863, -0.983], [0.584, -1.634, 0.498]], "forces_ev_per_a": [[-1.20, -0.11, 1.02], [0.66, 0.94, 0.04], [0.41, 0.31, -0.31], [1.54, -2.31, -1.55], [-0.07, 0.25, 1.18], [-1.62, 0.26, -0.11], [0.28, 0.67, -0.27]], "mulliken_charge": [-0.5852, 0.7185, -0.6223, 0.8341, -0.7911, -0.7642, -0.7898]}


(3)
{"formula": "C32H34IN3O2PSTi", "method": "ωB97M-V with the def2-TZVPD basis set", "homo_energy_ev": [-9.490, -10.824], "s_squared": 2.005, "lumo_ev": [-2.411, -2.414], "total_charge": 1, "multiplicity": 3, "e_above_lowest_kj_mol": 0.0, "elements": ["Ti", "C", "C", "N", "C", "C", "S", "C", "C", "N", "H", "H", "H", "H", "H", "H", "H", "H", "H", "H", "H", "H", "H", "H", "I", "C", "C", "C", "C", "C", "C", "C", "C", "C", "P", "C", "C", "C", "C", "C", "C", "C", "C", "C", "C", "C", "C", "C", "H", "H", "H", "H", "H", "H", "H", "H", "H", "H", "H", "H", "H", "H", "H", "H", "O", "C", "C", "C", "C", "O", "N", "H", "H", "H", "H"], "xyz": [[1.710, 0.179, -0.234], [2.340, 3.164, 0.913], [1.699, 2.385, 2.051], [1.955, 0.945, 1.930], [3.228, 0.483, 2.516], [4.467, 0.808, 1.696], [4.299, 0.400, -0.082], [4.552, 2.033, -0.855], [3.270, 2.739, -1.304], [2.131, 2.502, -0.396], [3.412, 3.255, 1.076], [1.946, 4.184, 0.901], [0.621, 2.530, 2.026], [2.059, 2.783, 3.006], [1.233, 0.439, 2.444], [3.142, -0.595, 2.627], [3.363, 0.902, 3.520], [5.303, 0.225, 2.081], [4.752, 1.855, 1.771], [5.189, 1.875, -1.723], [5.129, 2.634, -0.154], [2.988, 2.383, -2.293], [3.481, 3.810, -1.403], [1.304, 2.902, -0.831], [1.055, 0.525, -3.064], [-0.873, -0.094, -3.645], [-0.866, -0.578, -4.924], [-2.070, -0.817, -5.609], [-3.243, -0.493, -5.008], [-3.276, -0.009, -3.678], [-4.530, 0.319, -3.113], [-4.621, 0.744, -1.826], [-3.463, 0.772, -1.033], [-2.212, 0.476, -1.524], [-0.947, 0.073, -0.227], [-1.421, 1.147, 1.169], [-1.724, 2.491, 0.930], [-1.933, 3.365, 1.985], [-1.829, 2.914, 3.296], [-1.505, 1.588, 3.542], [-1.297, 0.707, 2.487], [-1.592, -1.605, 0.126], [-1.152, -2.598, -0.750], [-1.664, -3.884, -0.669], [-2.604, -4.196, 0.303], [-3.043, -3.213, 1.178], [-2.551, -1.919, 1.083], [-2.077, 0.143, -2.914], [0.074, -0.745, -5.433], [-2.043, -1.208, -6.617], [-4.184, -0.608, -5.531], [-5.412, 0.216, -3.731], [-5.576, 1.001, -1.388], [-3.586, 0.985, 0.020], [-1.822, 2.851, -0.088], [-2.185, 4.398, 1.784], [-1.999, 3.594, 4.119], [-1.415, 1.228, 4.559], [-1.015, -0.318, 2.702], [-0.411, -2.362, -1.508], [-1.328, -4.643, -1.365], [-3.000, -5.201, 0.374], [-3.781, -3.451, 1.933], [-2.929, -1.159, 1.754], [2.168, -1.931, -1.164], [1.885, -2.450, -0.070], [1.810, -3.905, 0.325], [1.178, -3.830, 1.719], [1.149, -2.337, 2.037], [0.797, -1.821, 3.082], [1.571, -1.633, 0.942], [2.824, -4.311, 0.345], [1.242, -4.481, -0.404], [1.711, -4.380, 2.491], [0.142, -4.177, 1.716]], "forces_ev_per_a": [[-0.06, -0.06, 0.06], [0.00, -0.01, 0.04], [0.00, 0.01, -0.01], [0.07, 0.04, 0.07], [-0.01, 0.02, 0.02], [0.01, -0.01, -0.03], [0.02, 0.04, 0.00], [-0.02, -0.02, 0.00], [0.02, 0.02, 0.00], [-0.01, -0.01, -0.06], [0.00, 0.00, -0.01], [0.01, 0.00, -0.01], [-0.01, 0.00, -0.01], [-0.01, -0.01, 0.01], [-0.02, 0.00, -0.05], [-0.01, -0.01, 0.01], [0.00, 0.00, 0.00], [0.00, 0.00, 0.00], [0.00, 0.00, 0.00], [0.01, 0.00, 0.00], [0.01, 0.00, 0.00], [0.00, 0.01, -0.01], [0.00, 0.00, 0.00], [0.00, 0.00, -0.01], [0.00, 0.10, -0.13], [0.00, -0.01, 0.05], [0.00, 0.01, 0.03], [0.01, -0.02, -0.04], [-0.03, 0.00, -0.01], [0.06, 0.01, 0.05], [0.01, -0.01, -0.04], [-0.03, 0.01, 0.04], [0.03, -0.01, -0.02], [-0.04, 0.03, 0.05], [-0.02, -0.07, -0.02], [-0.01, 0.06, -0.05], [-0.02, -0.02, 0.04], [0.00, 0.01, -0.01], [0.00, 0.00, 0.00], [0.00, 0.00, -0.01], [0.03, -0.02, 0.01], [0.03, 0.01, -0.03], [-0.03, -0.02, 0.02], [0.01, 0.01, -0.01], [0.00, 0.01, 0.02], [0.00, -0.03, 0.00], [0.01, 0.03, 0.00], [0.03, -0.02, -0.03], [0.00, 0.00, -0.01], [0.00, 0.00, 0.00], [0.00, 0.00, 0.00], [0.00, 0.00, 0.01], [0.00, 0.00, -0.01], [0.01, 0.00, 0.00], [0.00, 0.00, 0.00], [0.00, 0.00, 0.00], [0.00, 0.00, 0.00], [0.00, 0.00, 0.00], [0.00, 0.00, 0.00], [0.00, 0.00, -0.01], [0.00, 0.00, 0.00], [0.00, 0.00, 0.00], [0.00, 0.01, 0.00], [0.00, 0.00, 0.00], [0.01, -0.04, -0.05], [-0.07, 0.01, 0.09], [0.14, -0.02, 0.00], [-0.12, 0.04, -0.06], [0.04, -0.10, 0.03], [0.00, -0.01, -0.02], [-0.02, 0.04, 0.09], [-0.02, -0.02, -0.02], [-0.02, 0.02, -0.01], [0.01, 0.02, 0.02], [0.02, -0.03, 0.02]], "mulliken_spin": [1.9122, -0.0143, 0.0436, -0.0367, 0.0203, 0.0037, -0.0189, 0.0010, 0.0365, 0.0183, -0.0061, 0.0023, -0.0191, 0.0063, -0.0108, -0.0076, 0.0035, 0.0015, -0.0018, -0.0010, -0.0030, -0.0028, -0.0003, 0.0005, -0.0015, 0.0159, -0.0059, 0.0007, -0.0007, -0.0010, 0.0000, 0.0002, -0.0067, 0.0188, -0.0192, -0.0047, 0.0466, 0.0003, 0.0053, -0.0020, 0.0338, -0.0130, 0.0061, 0.0060, -0.0006, 0.0010, -0.0042, -0.0067, -0.0005, 0.0001, 0.0000, 0.0000, -0.0001, 0.0024, -0.0022, -0.0002, 0.0004, -0.0002, -0.0021, -0.0064, 0.0002, -0.0002, 0.0001, 0.0002, -0.0242, -0.0070, 0.0055, -0.0033, 0.0114, 0.0071, 0.0213, 0.0004, 0.0013, 0.0004, 0.0000]}


Here are the calculated max |F| numbers, same order: 1.331, 3.182, 0.161 (eV/A).
Here are the calculated DFT total energy numbers, same order: -3286.1136, -772.3244, -3441.1922 (Eh).